Formula: C45H46BrClN2O2PRuTe
Source: the OMol25 dataset
Level of theory: the ωB97M-V functional and the def2-TZVPD basis

For the HOMO energy (spin up / spin down), the calculation gives -12.369 / -12.621 eV. The LUMO energy (spin up / spin down) is -4.27 / -7.33 eV. Its total charge is +2. As for the multiplicity: 6.

Each line ends with the Löwdin charge.
Positions of all 100 atoms, in Å:
Ru -0.21184 -0.31096 -0.28610  1.0111
Cl 1.20233 -2.80706 -0.65028  0.6347
C 0.24981 -4.02770 0.19821  -0.6166
C 0.33239 -5.33655 -0.22494  -0.0779
C -0.40731 -6.28949 0.46446  -0.0393
C -1.19831 -5.91646 1.54113  -0.0399
C -1.27168 -4.58472 1.93006  -0.0603
C -0.54390 -3.60513 1.25775  -0.4090
P -0.64029 -1.83877 1.69396  0.9823
C -2.12374 -1.70504 2.71973  -0.3865
C -3.36329 -1.96655 2.13082  -0.1286
C -4.52571 -1.85168 2.87424  -0.0588
C -4.46167 -1.46317 4.20989  -0.0576
C -3.23497 -1.19891 4.79863  -0.0565
C -2.06234 -1.32300 4.05723  -0.0676
C 0.75154 -1.57187 2.83871  -0.3743
C 1.38883 -2.62511 3.49484  -0.0607
C 2.39154 -2.36736 4.42244  -0.0547
C 2.75415 -1.05778 4.70960  -0.0700
C 2.12810 -0.00459 4.05472  -0.0770
C 1.13681 -0.25903 3.11508  -0.1172
H 0.95658 -5.60739 -1.06602  0.1182
H -0.36396 -7.32482 0.15084  0.1223
H -1.76489 -6.66377 2.08117  0.1203
H -1.90583 -4.30226 2.76158  0.1171
H -3.42232 -2.26290 1.08929  0.0625
H -5.48307 -2.06244 2.41434  0.1155
H -5.37098 -1.37519 4.79105  0.1155
H -3.18389 -0.90443 5.83957  0.1151
H -1.10991 -1.11800 4.52926  0.1048
H 1.09965 -3.65055 3.29529  0.1100
H 2.87837 -3.18908 4.93145  0.1166
H 3.51844 -0.85865 5.45111  0.1168
H 2.40000 1.01852 4.28603  0.1146
H 0.64994 0.57317 2.61806  0.0847
Br -2.31752 -2.14073 -1.56760  0.8378
C -3.02254 -0.72811 -2.61722  -0.5883
C -4.18100 -0.95931 -3.28282  -0.1064
C -4.70175 0.05665 -4.12484  -0.0477
C -4.03272 1.22987 -4.27122  -0.0150
C -2.81958 1.47076 -3.57189  -0.1600
C -2.12791 2.69738 -3.73753  -0.0205
C -0.97130 2.93830 -3.06197  -0.0777
C -0.46605 1.95791 -2.17169  -0.2150
C -1.09102 0.74448 -1.96728  -0.3547
C -2.28933 0.48603 -2.69671  -0.2525
H -4.69605 -1.90588 -3.18435  0.1087
H -5.62490 -0.12154 -4.66148  0.1184
H -4.41456 1.99877 -4.93359  0.1241
H -2.53994 3.44102 -4.41077  0.1252
H -0.45179 3.88143 -3.18881  0.1152
H 0.44254 2.19587 -1.62357  0.0839
C 4.11397 -0.79206 1.26671  -0.0046
N 3.81817 0.63029 1.11882  -0.1456
C 4.76623 1.57437 1.71328  -0.0058
C 2.76622 1.05689 0.45753  -0.2791
O 1.94707 0.31464 -0.12736  -0.2343
H 5.02611 -1.03766 0.72013  0.1056
H 3.28237 -1.38055 0.89309  0.0576
H 4.26320 -1.01432 2.32223  0.0898
H 4.83200 1.39541 2.78575  0.0953
H 4.43462 2.59491 1.53862  0.0963
H 5.75106 1.43896 1.26783  0.1032
H 2.64340 2.14343 0.44290  0.1560
O -0.60862 1.66390 0.88551  -0.0842
C -1.63335 2.06523 1.45755  -0.4546
C -2.95952 1.36156 1.39645  -0.0938
C -3.97531 2.36335 0.79537  -0.1472
C -3.36879 3.33114 -0.24934  -0.1688
C -2.73595 4.62540 0.29999  -0.1621
C -1.43137 4.41482 1.06709  -0.1441
N -1.63738 3.30122 2.03222  0.0884
H -3.26810 1.00623 2.38394  0.1239
H -2.85082 0.49065 0.75439  0.0855
H -4.45108 2.93782 1.59473  0.1156
H -4.77360 1.78436 0.32884  0.1174
H -4.16028 3.61708 -0.94215  0.1193
H -2.62903 2.79324 -0.84964  0.0856
H -3.45799 5.11927 0.95876  0.1191
H -2.55190 5.31743 -0.52537  0.1175
H -1.12829 5.30871 1.60679  0.1211
H -0.61672 4.12472 0.40661  0.1112
H -2.48140 3.45564 2.56982  0.1359
C 3.40227 -1.24039 -2.79750  -0.3954
Te 1.37742 -0.74272 -3.14155  1.5713
C 2.10026 0.85019 -4.32237  -0.3612
C 3.60977 0.77894 -4.27365  -0.2796
C 4.37599 1.71088 -4.97247  -0.0267
C 5.75718 1.65022 -4.92334  -0.0556
C 6.38595 0.65834 -4.17407  -0.0580
C 5.62793 -0.26977 -3.48085  -0.0324
C 4.23467 -0.21298 -3.53158  -0.2817
H 3.54392 -2.25750 -3.16416  0.0733
H 3.56963 -1.23674 -1.71950  0.0330
H 1.70243 1.78204 -3.92102  0.0572
H 1.68360 0.70992 -5.32019  0.0760
H 3.88817 2.48189 -5.55766  0.1240
H 6.34780 2.37235 -5.47269  0.1155
H 7.46761 0.60578 -4.14026  0.1147
H 6.11727 -1.05072 -2.90815  0.1206

Forces on the atoms, in the same order (eV/Å):
Ru 0.1 0.2 -0.2
Cl 0.2 -0.3 0.1
C 0.0 0.3 -0.1
C 0.0 0.0 0.0
C 0.0 0.0 0.0
C 0.0 0.0 0.0
C 0.0 -0.1 0.0
C -0.1 0.0 0.0
P 0.2 -0.1 0.1
C -0.1 0.0 0.0
C -0.1 0.0 0.0
C 0.0 0.0 0.0
C 0.0 0.0 0.0
C 0.1 0.0 -0.1
C -0.1 0.1 0.0
C 0.0 -0.1 0.0
C 0.0 0.0 0.0
C -0.1 0.0 -0.1
C 0.0 0.0 0.0
C -0.1 0.0 0.0
C 0.1 0.0 0.1
H 0.0 0.0 0.0
H 0.0 0.0 0.0
H 0.0 0.0 0.0
H 0.0 0.0 0.0
H 0.0 0.0 0.0
H 0.0 0.0 0.0
H 0.0 0.0 0.0
H 0.0 0.0 0.0
H 0.0 0.0 0.0
H 0.0 0.0 0.0
H 0.0 0.0 0.0
H 0.0 0.0 0.0
H 0.0 0.0 0.0
H 0.0 0.0 0.0
Br 0.1 -0.2 0.2
C 0.2 0.2 0.0
C -0.3 0.2 -0.3
C -0.1 -0.3 0.1
C 0.1 0.1 0.0
C -0.1 0.1 -0.1
C -0.2 0.0 -0.1
C 0.2 -0.1 0.2
C -0.1 0.2 -0.2
C -0.2 0.1 0.0
C 0.0 -0.1 -0.1
H 0.0 0.0 0.0
H 0.0 0.0 0.0
H 0.0 0.0 0.1
H 0.0 0.0 0.0
H 0.0 0.0 0.0
H 0.0 0.0 0.0
C 0.0 0.1 0.0
N 0.2 0.0 0.0
C -0.1 -0.2 0.0
C -0.2 0.0 0.0
O 0.1 -0.1 0.1
H 0.0 0.0 0.0
H 0.0 0.0 0.0
H 0.0 0.0 0.0
H 0.0 0.0 0.0
H 0.0 0.0 0.0
H 0.0 0.0 0.0
H 0.0 0.0 0.0
O 0.0 0.0 0.1
C 0.2 0.1 -0.1
C 0.0 0.1 0.0
C 0.0 0.0 0.0
C 0.0 0.0 0.0
C -0.1 0.0 0.0
C -0.1 -0.1 0.1
N 0.0 0.1 0.0
H 0.0 0.0 0.0
H 0.0 -0.1 0.0
H 0.0 0.0 0.0
H 0.0 0.0 0.0
H 0.0 0.0 0.0
H 0.0 0.0 -0.1
H 0.0 0.0 0.0
H 0.0 0.0 0.0
H 0.0 0.0 0.0
H 0.0 0.0 0.0
H 0.0 0.1 0.0
C 0.2 0.1 0.1
Te -0.5 -0.3 -0.3
C 0.1 0.2 0.1
C -0.1 0.1 -0.1
C 0.0 0.0 0.0
C 0.0 0.0 0.0
C 0.0 0.0 0.0
C 0.0 0.0 0.0
C 0.1 -0.2 0.1
H 0.1 0.0 0.0
H 0.0 0.0 0.0
H 0.0 0.0 0.0
H 0.1 0.0 0.0
H 0.0 0.0 0.0
H 0.0 0.0 0.0
H -0.1 0.0 0.0
H 0.0 0.0 0.0

Formula: C49H60BCoGeN3O4Sb2
Source: the OMol25 dataset
Level of theory: the ωB97M-V functional and the def2-TZVPD basis

For the HOMO energy (spin up / spin down), the calculation gives -9.524 / -9.755 eV. The LUMO energy (spin up / spin down) is -2.52 / -4.14 eV. Its total charge is +1. As for the multiplicity: 5.

Each line ends with the Löwdin charge.
Positions of all 121 atoms, in Å:
Co -0.94952 1.01386 0.02990  0.6236
N -0.43174 2.74954 -2.56152  0.1641
C -1.19089 1.59055 -2.79362  -0.2761
C -1.67421 1.50642 -4.18693  0.0052
C -2.21164 0.38433 -4.63023  -0.0253
C -2.36263 -0.84003 -3.78764  -0.3711
C -2.06775 -0.57969 -2.29185  -0.4489
N -1.37747 0.68529 -1.92310  0.0079
C 0.17970 3.27831 -1.44139  -0.2757
C 0.98642 4.47326 -1.67221  0.0242
C 1.62301 5.06979 -0.59519  -0.0736
C 1.50719 4.51100 0.64749  0.0516
C 0.68758 3.29583 0.85893  -0.2467
N 0.01406 2.75523 -0.29220  0.1046
H -0.28995 3.29380 -3.39387  0.1301
H -1.55290 2.37050 -4.83241  0.1154
H -2.53392 0.31431 -5.66669  0.1323
H -3.40198 -1.15091 -3.90671  0.1050
H -1.40349 -1.35855 -1.91362  -0.0162
H 1.09380 4.87128 -2.67523  0.1171
H 2.21828 5.96166 -0.74949  0.1242
H 2.01030 4.92123 1.51629  0.1349
H -0.05860 3.46032 1.63167  0.1501
C 0.30123 -4.10649 1.35234  -0.2968
Sb -0.99546 -2.59903 0.55798  1.3864
C -2.36834 -2.70559 2.19114  -0.3132
C -2.05370 -3.99716 -0.80171  -0.2821
C -3.46674 -4.39254 -0.42666  -0.2848
C -3.64291 -5.46166 0.45050  -0.0612
C -4.90044 -5.87747 0.86134  -0.0795
C -6.02431 -5.22229 0.38196  -0.0820
C -5.86692 -4.17395 -0.51304  -0.0515
C -4.60576 -3.74438 -0.93079  -0.2991
C -4.49115 -2.62638 -1.94714  -0.3116
Sb -3.79564 -0.83174 -0.97193  1.4656
C -4.96013 0.58981 -2.07411  -0.3130
C -1.49109 -1.96203 -4.36520  -0.0412
H 1.11320 -4.33214 0.65932  -0.0331
H -0.28418 -5.00828 1.54896  0.0105
H 0.73106 -3.74438 2.29284  0.0163
H -2.31874 -3.69984 2.63667  0.0087
H -3.38459 -2.51502 1.84180  -0.0056
H -2.10207 -1.95237 2.93483  -0.0197
H -1.40218 -4.87242 -0.77873  0.0556
H -1.99930 -3.56363 -1.80151  0.0148
H -2.76166 -5.98445 0.81562  0.1115
H -5.00108 -6.71779 1.53882  0.1054
H -7.01648 -5.53432 0.68745  0.1047
H -6.74681 -3.67554 -0.91198  0.1111
H -5.45635 -2.37576 -2.38929  0.0634
H -3.80773 -2.89759 -2.75723  0.0513
H -5.08575 0.28463 -3.11516  0.0058
H -4.46723 1.56396 -2.02980  0.0029
H -5.94018 0.67929 -1.60379  0.0034
H -1.74168 -2.17022 -5.41106  0.0925
H -1.63713 -2.88316 -3.79750  0.0679
H -0.43079 -1.69071 -4.31472  0.0896
O 0.72956 0.35417 0.94735  -0.0295
C 1.51813 1.04293 1.57141  -0.4510
O 1.63642 2.36754 1.47431  0.0683
C 2.58332 0.42995 2.40520  -0.1251
C 3.98424 0.77809 1.88406  -0.2256
Ge 4.25596 0.40525 -0.02599  1.0091
C 3.18787 -1.09606 -0.59004  -0.2564
C 3.64191 -2.39057 -0.31496  -0.0870
C 2.88082 -3.50214 -0.66854  -0.0858
C 1.65351 -3.33281 -1.30078  -0.1376
C 1.18472 -2.05312 -1.57354  -0.1601
C 1.94749 -0.94465 -1.22101  -0.1212
C 6.14062 0.02981 -0.26609  -0.2732
C 7.08688 0.68675 0.52877  -0.1083
C 8.44933 0.48531 0.32493  -0.0802
C 8.88211 -0.37960 -0.67499  -0.0815
C 7.95468 -1.03989 -1.47198  -0.0787
C 6.59320 -0.83360 -1.26962  -0.1058
C 3.85887 2.01128 -1.05642  -0.2381
C 3.28980 1.96758 -2.33611  -0.0910
C 3.20359 3.11611 -3.12266  -0.0963
C 3.70578 4.32304 -2.64996  -0.1147
C 4.28222 4.38345 -1.38450  -0.1008
C 4.34844 3.23958 -0.59341  -0.0940
H 2.40472 -0.64065 2.36019  0.1246
H 2.44381 0.77279 3.43648  0.1371
H 4.72063 0.19854 2.43940  0.0812
H 4.19718 1.83637 2.05452  0.0695
H 4.60389 -2.53895 0.16844  0.1077
H 3.25124 -4.49969 -0.45945  0.1164
H 1.06413 -4.19886 -1.58425  0.1130
H 0.22674 -1.91928 -2.06831  0.0491
H 1.56278 0.04750 -1.43700  0.0775
H 6.76996 1.36194 1.32045  0.0956
H 9.17332 1.00149 0.94656  0.1056
H 9.94318 -0.54052 -0.83127  0.1064
H 8.29166 -1.71433 -2.25256  0.1064
H 5.87985 -1.35477 -1.90191  0.0990
H 2.94141 1.02627 -2.74653  0.0934
H 2.76765 3.06124 -4.11531  0.1103
H 3.66537 5.21013 -3.27292  0.1165
H 4.69610 5.31768 -1.02064  0.1153
H 4.80762 3.30890 0.39043  0.1041
C -1.81365 3.17026 4.79280  -0.0078
C -2.08097 1.90552 4.01171  -0.4850
C -1.56757 0.69009 4.76233  -0.0031
O -1.34221 1.96876 2.75494  -0.0033
B -2.11677 1.34386 1.74089  -0.5576
O -3.38589 1.09394 2.23545  0.0262
C -3.54150 1.75181 3.52555  -0.4858
C -4.21768 3.08893 3.25875  -0.0121
C -4.41859 0.89375 4.40994  -0.0020
H -0.76672 3.19373 5.10932  0.0932
H -2.43701 3.20671 5.69192  0.1016
H -2.01326 4.06081 4.19453  0.0864
H -0.49083 0.79739 4.91083  0.0921
H -1.74355 -0.22451 4.19224  0.0741
H -2.04000 0.59166 5.74344  0.0995
H -3.60239 3.71890 2.60942  0.0953
H -4.41918 3.63324 4.18628  0.0950
H -5.16736 2.90669 2.75268  0.0973
H -4.00484 -0.10283 4.55561  0.0841
H -5.40168 0.78766 3.94799  0.0968
H -4.55168 1.36273 5.39102  0.1015

Forces on the atoms, in the same order (eV/Å):
Co -0.4 -0.1 0.3
N -0.3 -0.2 -0.1
C 0.5 0.7 -0.6
C 0.3 0.3 0.2
C -0.1 -0.2 -0.2
C 0.2 0.2 0.0
C 0.1 0.3 -0.1
N -0.2 -0.9 0.3
C 0.5 1.0 -1.1
C -0.6 -0.3 -0.1
C -0.3 0.0 0.4
C 0.0 0.5 -0.3
C 0.1 0.0 0.1
N 0.2 -0.6 0.8
H 0.0 0.1 -0.1
H 0.0 -0.1 0.1
H 0.0 0.0 0.1
H -0.1 0.0 0.0
H -0.2 0.1 -0.1
H -0.2 -0.1 0.2
H -0.1 -0.1 0.1
H -0.1 0.0 -0.1
H -0.2 0.0 0.2
C 0.2 -0.2 0.2
Sb -0.6 0.0 0.4
C -0.1 -0.2 0.1
C -0.3 0.1 0.1
C 0.4 0.1 -0.1
C 0.0 -0.1 0.2
C 0.1 0.0 0.0
C 0.0 0.1 0.0
C 0.0 0.1 0.0
C -0.1 0.0 -0.4
C 0.0 -0.3 0.2
Sb 0.0 0.3 0.3
C -0.1 0.0 -0.1
C 0.1 0.0 -0.1
H -0.4 0.0 0.4
H 0.0 0.1 0.0
H -0.1 -0.1 -0.1
H -0.1 0.1 0.1
H 0.1 0.0 0.0
H 0.0 -0.1 -0.1
H -0.1 0.0 -0.1
H 0.0 -0.1 0.0
H -0.1 0.0 0.0
H 0.0 0.1 0.0
H 0.1 0.0 0.0
H 0.1 -0.1 0.0
H 0.0 -0.2 0.0
H -0.1 0.0 0.1
H 0.0 0.1 0.1
H 0.0 -0.1 0.0
H 0.0 0.0 -0.1
H 0.0 0.0 0.1
H 0.0 0.0 0.0
H -0.1 -0.1 0.0
O -0.2 -0.1 0.4
C 0.1 0.6 -0.6
O 0.0 -0.6 0.3
C 0.2 0.0 0.3
C -0.1 0.1 0.1
Ge 0.3 0.1 0.1
C -0.4 -0.3 -0.2
C -0.2 -0.1 -0.1
C 0.2 0.2 -0.2
C 0.3 0.2 -0.4
C 0.3 0.0 -0.2
C 0.2 -0.2 -0.1
C 0.4 -0.1 -0.1
C 0.1 -0.1 -0.1
C -0.1 0.0 0.0
C -0.1 0.0 0.0
C -0.1 0.0 0.1
C 0.1 0.1 0.1
C -0.1 0.3 -0.3
C 0.1 0.2 0.1
C 0.2 -0.1 0.1
C 0.4 -0.2 0.0
C 0.2 -0.3 -0.2
C -0.1 0.0 -0.2
H 0.0 -0.1 0.1
H 0.1 -0.1 -0.1
H 0.0 0.0 0.0
H 0.0 -0.1 0.1
H -0.1 0.0 0.0
H 0.0 0.1 0.0
H 0.0 0.0 0.0
H 0.4 -0.1 0.0
H 0.0 -0.1 0.0
H 0.0 -0.1 -0.1
H -0.1 0.0 0.0
H -0.1 0.0 0.0
H 0.0 0.1 0.1
H 0.0 0.0 0.0
H 0.0 0.0 0.0
H 0.0 0.0 0.0
H 0.0 0.0 0.0
H 0.0 0.0 0.0
H 0.0 0.0 -0.1
C 0.1 0.2 0.2
C 0.1 0.0 -0.3
C 0.1 -0.1 0.1
O -0.3 -0.2 -0.3
B -0.2 0.1 0.8
O 0.3 0.0 -0.2
C 0.0 0.0 -0.2
C -0.1 0.1 -0.1
C -0.1 -0.1 0.1
H -0.1 0.0 0.0
H 0.1 0.0 -0.1
H 0.0 -0.1 0.1
H 0.0 0.0 0.0
H 0.0 0.1 0.1
H 0.0 0.0 -0.1
H -0.1 -0.1 0.1
H 0.0 -0.1 -0.1
H 0.0 0.0 0.0
H 0.0 0.0 0.0
H 0.0 0.0 0.0
H 0.0 0.0 -0.1

Formula: C8H18ClINO5P2
Source: the OMol25 dataset
Level of theory: the ωB97M-V functional and the def2-TZVPD basis

For the HOMO energy, the calculation gives -3.266 eV. The LUMO energy is 2.03 eV. Its total charge is -1.

Each line ends with the Löwdin charge.
Positions of all 36 atoms, in Å:
C -1.63727 1.87575 -2.76662  -0.0219
C -0.98722 2.34088 -1.37860  -0.4935
O -1.36160 3.39311 -0.91531  0.0931
N -0.02130 1.41267 -0.80568  -0.1807
C 1.23615 2.02071 -0.45190  -0.4845
C 2.59543 1.17364 -0.54251  -0.0138
O 1.38765 3.18296 -0.08975  0.0517
P -0.71772 0.24548 0.40583  0.7326
C 0.05400 1.07407 1.89935  -0.3387
C 0.08162 -1.18869 -0.57952  -0.2968
C 1.27961 -1.89714 0.20034  -0.3526
C 2.31673 -2.62763 -0.80318  -0.6103
I 2.92375 -4.53426 0.12632  0.6503
P -1.74977 -1.19240 1.76009  0.4876
O -0.81517 -1.97008 2.66311  -0.3880
O -2.62382 -2.36052 0.84150  -0.2678
O -3.00780 -0.38050 2.62760  -0.5267
H -0.78579 1.65184 -3.48330  0.0747
H -2.17275 0.88415 -2.58313  0.0767
H -2.34291 2.65314 -3.18209  0.0802
H 3.38569 1.90221 -0.91122  0.0872
H 2.51740 0.32292 -1.27698  0.0590
H 2.91343 0.86191 0.49197  0.0747
H -2.02741 0.70094 0.00480  0.0282
H 1.15316 0.79847 2.07659  0.0634
H -0.12242 2.19432 1.95667  0.0369
H -0.48255 0.66251 2.81343  -0.0052
H 0.47232 -0.78006 -1.56839  0.0760
H -0.74417 -1.91566 -0.87933  0.0848
H 0.86797 -2.74109 0.84226  0.0473
H 1.86479 -1.19956 0.86994  0.0892
H 1.74083 -2.87818 -1.73808  0.0460
H 3.24540 -2.02501 -0.99198  0.0354
H -2.22325 -3.23546 1.00618  0.0498
H -3.66682 -0.16544 1.93602  -0.0054
Cl -2.54619 1.73997 2.42558  -0.0386

Forces on the atoms, in the same order (eV/Å):
C 0.8 -0.9 0.7
C -1.4 0.9 -0.9
O 0.9 -1.1 -0.2
N 1.3 2.3 -0.8
C 1.1 1.1 0.4
C -0.5 0.5 -0.4
O -0.6 -1.6 -0.9
P -0.6 0.1 0.0
C 0.9 -0.6 1.7
C 0.6 -0.5 -0.5
C 0.1 -1.3 -0.1
C -1.3 0.7 0.4
I 0.0 0.7 -0.6
P -2.2 -2.2 2.9
O -0.9 1.0 -1.0
O 0.8 1.0 0.4
O 0.9 -7.1 -1.9
H -1.0 0.3 0.7
H 0.6 1.3 -0.3
H 0.9 -0.9 0.7
H -1.1 -0.8 0.4
H 0.1 0.7 1.0
H -0.4 0.1 -1.1
H 0.8 -0.3 0.0
H -1.2 0.3 -0.8
H 0.3 -1.5 -0.6
H 0.8 0.5 -1.3
H -0.5 -0.3 1.4
H 1.1 0.7 0.7
H 0.4 1.5 -0.6
H -0.8 -0.7 -0.7
H 1.0 0.1 0.9
H -1.0 -0.8 0.1
H -0.1 0.6 0.1
H 0.3 0.3 0.7
Cl -0.2 5.8 -0.5

Calculated relative energy (zero: lowest compared OMol25 entry of this formula, charge and spin) in order - 0.00 0.00 250.97 kJ/mol